{"formula": "C5H38NO15", "method": "ωB97M-V/def2-TZVPD", "charge": -1, "gap_ev": 8.48, "homo_energy_ev": -5.9, "relative_energy_kcal_mol": 66.0, "lumo_energy_ha": 0.09302, "e_tot_ev": -38006.7293, "symbols": ["C", "N", "C", "C", "C", "O", "C", "O", "H", "H", "H", "H", "H", "H", "H", "H", "H", "H", "H", "H", "H", "H", "O", "H", "H", "O", "H", "H", "O", "H", "H", "O", "H", "H", "O", "H", "H", "O", "H", "H", "O", "H", "H", "O", "H", "H", "O", "H", "H", "O", "H", "H", "O", "H", "H", "O", "H", "H", "O"], "positions_angstrom": [[1.35, -0.58, 2.80], [0.14, -0.39, 2.00], [0.18, -0.87, 0.62], [1.26, 0.02, -0.17], [1.65, -0.76, -1.46], [0.69, 1.21, -0.74], [-1.21, -0.74, -0.05], [-2.21, -1.19, 0.88], [1.13, -1.14, 3.71], [2.15, -1.04, 2.22], [1.82, 0.34, 3.14], [-4.54, 1.12, 0.65], [0.51, -1.90, 0.58], [2.15, 0.33, 0.37], [0.99, -0.45, -2.25], [2.62, -0.61, -1.93], [1.59, -1.84, -1.26], [0.15, 2.42, -0.02], [-1.33, -1.37, -0.93], [-1.39, 0.27, -0.37], [0.63, 2.20, 3.85], [0.60, 3.05, 2.59], [0.56, 3.11, 3.56], [-1.40, 2.22, -1.77], [-0.28, 1.30, -2.14], [-1.21, 1.57, -2.46], [-0.83, -2.91, 1.77], [-2.04, -3.52, 0.95], [-1.23, -3.71, 1.44], [1.62, 1.83, -2.08], [1.84, 2.71, -3.35], [2.31, 2.13, -2.73], [-0.91, -3.82, -0.76], [-0.33, -3.12, -2.07], [-0.43, -3.96, -1.59], [-1.83, -0.87, -4.03], [-0.80, -0.28, -3.15], [-1.00, -1.12, -3.60], [3.14, 3.38, -0.64], [1.96, 2.47, -0.23], [2.78, 2.89, 0.11], [-2.59, -0.51, 1.48], [-3.24, 1.49, 1.42], [-3.96, 0.83, 1.35], [0.01, 0.62, 2.01], [0.04, 4.04, 0.03], [-0.23, 3.24, 0.49], [-3.67, -0.09, -1.75], [-2.88, 0.87, -2.76], [-3.56, 0.18, -2.66], [1.06, -3.64, 0.89], [1.37, -4.15, -0.57], [1.65, -4.17, 0.35], [3.09, -2.55, 0.55], [3.52, -1.28, -0.23], [3.55, -1.70, 0.63], [-1.61, 2.61, 3.23], [-1.38, 3.05, 1.73], [-2.05, 2.80, 2.39]], "mulliken_charge": [-1.1574, -0.3295, 2.1665, 0.3140, -2.0789, 0.2185, -0.7942, -0.5952, 0.3617, 0.3686, 0.3837, 0.3003, -1.5039, 1.0419, 0.0619, 0.3607, 0.6020, 0.1234, -0.0575, 0.2808, 0.3547, 0.3544, -0.6976, 0.3766, 0.0116, -0.8101, 0.4294, 0.3155, -0.6937, 0.2253, 0.2752, -0.7176, 0.3965, 0.3120, -0.7356, 0.3399, 0.2853, -0.6257, 0.2692, 0.2386, -0.6767, 0.3605, 0.3587, -0.6257, 0.1634, 0.1983, -0.6974, 0.2775, 0.3953, -0.6497, 0.3288, 0.3919, -0.7177, 0.3851, 0.3455, -0.7350, 0.3046, 0.3201, -0.6985]}

=====

{"formula": "C3H5N3", "method": "ωB97M-V/def2-TZVPD", "charge": 0, "gap_ev": 9.52, "homo_energy_ev": -8.3, "relative_energy_kcal_mol": 128.2, "lumo_energy_ha": 0.04371, "e_tot_ev": -7656.8959, "symbols": ["N", "C", "C", "C", "N", "N", "H", "H", "H", "H", "H"], "positions_angstrom": [[-2.18, 0.19, -0.19], [-0.94, -0.19, 0.15], [1.44, -1.06, 0.46], [2.09, -0.31, -0.35], [1.29, 0.39, 0.69], [-0.02, 0.77, 0.18], [-2.87, -0.54, -0.25], [-2.44, 1.09, -0.58], [1.07, -1.98, 0.87], [2.75, -0.06, -1.16], [-0.16, 1.77, 0.18]], "mulliken_charge": [-0.2240, -0.4510, 0.0156, -0.3247, -0.5261, 0.0302, 0.2487, 0.1901, 0.4067, 0.3492, 0.2855]}

=====

{"formula": "C8H7NO2S", "method": "ωB97M-V/def2-TZVPD", "charge": 0, "gap_ev": [6.98, 7.67], "homo_energy_ev": [-8.3, -7.8], "relative_energy_kcal_mol": 66.3, "lumo_energy_ha": [-0.04696, -0.00459], "e_tot_ev": -24825.3733, "symbols": ["C", "C", "C", "C", "C", "C", "C", "C", "N", "O", "O", "S", "H", "H", "H", "H", "H", "H", "H"], "positions_angstrom": [[1.92, 1.34, -0.38], [-0.93, 0.00, 2.59], [0.06, 0.14, 1.64], [-1.86, 0.98, 2.70], [-0.18, 1.28, 0.86], [-0.04, -0.07, -1.90], [0.46, -2.33, -2.15], [0.56, 1.88, -0.14], [2.98, 0.91, -0.52], [-0.44, 0.26, -2.97], [0.32, -1.17, -1.32], [-1.61, 2.13, 1.44], [-0.90, -0.83, 3.25], [0.95, -0.35, 1.39], [-2.66, 0.93, 3.40], [0.92, -3.06, -1.61], [0.71, -1.89, -3.14], [-0.52, -2.74, -2.29], [0.27, 2.59, -0.85]], "mulliken_charge": [0.1696, -0.5295, -0.5013, -0.4313, 0.7407, 0.4877, -0.7071, -0.5703, -0.4641, -0.4473, -0.1800, -0.1928, 0.3916, 0.5055, 0.4335, 0.2692, 0.2917, 0.3146, 0.4197]}

=====

{"formula": "C6H5NO", "method": "ωB97M-V/def2-TZVPD", "charge": 0, "gap_ev": 8.83, "homo_energy_ev": -7.9, "relative_energy_kcal_mol": 93.1, "lumo_energy_ha": 0.03480, "e_tot_ev": -9835.1720, "symbols": ["C", "C", "C", "C", "C", "O", "N", "C", "H", "H", "H", "H", "H"], "positions_angstrom": [[-1.74, 0.72, 1.07], [-1.17, -0.61, 1.06], [0.00, -0.72, 0.29], [1.11, -1.36, -0.52], [1.56, -0.52, -1.48], [0.94, 0.78, -1.43], [0.22, 0.69, -0.19], [-0.78, 1.51, 0.13], [-2.58, 1.22, 1.56], [-1.16, -1.36, 1.81], [1.76, -2.32, -0.42], [2.60, -0.61, -2.15], [-0.78, 2.59, 0.27]], "mulliken_charge": [-0.3007, -0.6231, 0.3097, -0.4246, -0.0674, -0.2865, 0.1938, -0.3541, 0.3851, 0.3231, 0.2218, 0.2802, 0.3427]}

=====

{"formula": "C36H80FN4", "method": "ωB97M-V/def2-TZVPD", "charge": 3, "gap_ev": 10.12, "homo_energy_ev": -16.1, "relative_energy_kcal_mol": 0.0, "lumo_energy_ha": -0.21906, "e_tot_ev": -47283.3921, "symbols": ["F", "C", "C", "C", "N", "C", "C", "C", "C", "C", "C", "H", "H", "H", "H", "H", "H", "H", "H", "H", "H", "H", "H", "H", "H", "H", "H", "H", "H", "H", "H", "C", "C", "C", "N", "C", "C", "C", "C", "C", "C", "H", "H", "H", "H", "H", "H", "H", "H", "H", "H", "H", "H", "H", "H", "H", "H", "H", "H", "H", "H", "C", "C", "C", "C", "N", "C", "C", "C", "C", "C", "H", "H", "H", "H", "H", "H", "H", "H", "H", "H", "H", "H", "H", "H", "H", "H", "H", "H", "H", "H", "C", "C", "C", "C", "N", "C", "C", "C", "C", "C", "H", "H", "H", "H", "H", "H", "H", "H", "H", "H", "H", "H", "H", "H", "H", "H", "H", "H", "H", "H"], "positions_angstrom": [[0.66, 0.16, 0.64], [-0.23, -4.09, -7.63], [-1.04, -3.32, -6.62], [-0.06, -2.70, -5.62], [-0.67, -1.88, -4.45], [-1.50, -0.68, -5.02], [-2.23, 0.11, -3.93], [-2.98, -0.84, -3.01], [-2.27, -2.09, -2.52], [-1.55, -2.84, -3.62], [0.49, -1.39, -3.56], [-0.81, -4.55, -8.43], [0.33, -4.82, -7.08], [0.51, -3.46, -8.12], [-1.78, -3.95, -6.12], [-1.55, -2.48, -7.09], [0.59, -2.02, -6.19], [0.64, -3.37, -5.07], [-2.18, -1.19, -5.71], [-0.82, 0.00, -5.52], [-2.90, 0.86, -4.30], [-1.44, 0.70, -3.49], [-3.93, -1.05, -3.50], [-3.27, -0.39, -2.07], [-2.88, -2.81, -1.99], [-1.56, -1.77, -1.73], [-2.27, -3.39, -4.22], [-0.87, -3.61, -3.32], [0.97, -0.66, -4.20], [1.13, -2.21, -3.28], [0.07, -0.94, -2.66], [-2.36, 3.54, -1.33], [-1.04, 4.36, -1.15], [0.02, 3.47, -0.57], [1.30, 4.15, -0.32], [1.10, 5.22, 0.84], [2.37, 5.70, 1.41], [3.37, 4.61, 1.78], [3.62, 3.62, 0.61], [2.36, 3.09, 0.06], [1.86, 4.87, -1.54], [-3.19, 4.13, -1.74], [-2.71, 3.13, -0.38], [-2.33, 2.70, -2.01], [-1.22, 5.24, -0.51], [-0.75, 4.67, -2.14], [0.08, 2.69, -1.33], [-0.39, 2.99, 0.32], [0.48, 4.66, 1.53], [0.40, 5.94, 0.45], [2.00, 6.16, 2.33], [2.77, 6.51, 0.82], [2.96, 4.01, 2.60], [4.28, 4.98, 2.22], [4.28, 2.84, 0.98], [4.27, 4.18, -0.05], [1.88, 2.53, 0.92], [2.37, 2.45, -0.82], [2.07, 4.14, -2.31], [2.76, 5.40, -1.23], [1.12, 5.57, -1.96], [-0.73, -4.39, 3.23], [-0.80, -4.04, 1.70], [0.57, -3.89, 0.99], [1.35, -2.76, 1.64], [2.77, -2.65, 1.05], [3.40, -1.44, 1.66], [4.12, -0.75, 0.55], [3.10, -0.91, -0.63], [2.69, -2.34, -0.45], [3.60, -3.85, 1.44], [-0.23, -5.36, 3.32], [-1.70, -4.42, 3.63], [-0.15, -3.66, 3.78], [-1.31, -3.08, 1.57], [-1.38, -4.83, 1.28], [0.38, -3.64, -0.08], [1.14, -4.81, 1.04], [1.52, -2.91, 2.70], [0.84, -1.77, 1.56], [3.98, -1.75, 2.53], [2.64, -0.76, 2.03], [5.10, -1.19, 0.40], [4.30, 0.30, 0.72], [3.61, -0.76, -1.57], [2.27, -0.22, -0.45], [3.35, -2.99, -1.02], [1.65, -2.51, -0.75], [4.67, -3.69, 1.36], [3.36, -4.72, 0.82], [3.34, -4.08, 2.48], [-4.71, -0.48, 0.60], [-4.41, 0.06, 2.02], [-3.02, 0.65, 2.12], [-2.71, 0.72, 3.61], [-1.31, 1.00, 4.11], [-0.41, -0.22, 3.90], [0.69, 0.00, 4.93], [-0.11, 0.56, 6.16], [-1.24, 1.28, 5.60], [-0.83, 2.24, 3.40], [-4.07, -1.36, 0.47], [-4.56, 0.26, -0.20], [-5.76, -0.80, 0.47], [-4.57, -0.80, 2.67], [-5.10, 0.88, 2.22], [-3.06, 1.65, 1.69], [-2.22, 0.04, 1.69], [-3.01, -0.22, 4.04], [-3.37, 1.51, 3.98], [-0.09, -0.27, 2.87], [-1.05, -1.07, 4.20], [1.45, 0.67, 4.58], [1.18, -0.95, 5.17], [0.57, 1.18, 6.71], [-0.35, -0.35, 6.77], [-1.25, 2.33, 5.80], [-2.23, 0.90, 6.00], [-1.63, 2.99, 3.54], [-0.62, 1.98, 2.38], [0.03, 2.62, 3.90]], "mulliken_charge": [-0.6983, -1.4537, 0.0584, -0.8650, 0.4974, -1.1284, -0.1036, -0.2071, 0.2973, -1.1004, -1.2798, 0.3951, 0.3712, 0.3587, 0.2596, 0.3367, 0.4268, 0.4529, 0.4678, 0.3617, 0.6667, -0.2311, 0.3375, -0.1880, 0.7286, -0.4578, 0.4213, 0.4390, 0.3222, 0.4420, 0.3743, -1.1528, -0.2557, 0.4391, 0.4524, -0.3784, -0.8453, -0.6595, -0.8216, -0.1867, -0.9402, 0.4841, 0.1998, 0.1141, 0.2588, 0.3062, 0.2534, -0.7416, 0.2957, 0.4397, 0.4401, 0.3391, 0.1939, 0.4722, 0.2025, 0.4554, -0.0295, 0.5936, 0.3198, 0.4682, 0.3281, -1.3832, -0.3752, -0.0242, -0.7963, 0.6300, -0.0266, -0.5965, -0.0243, 0.1586, -0.9738, 0.3421, 0.4611, 0.2533, 0.0601, 0.5274, -0.0178, 0.4566, 0.6264, -0.1973, 0.5571, -0.4529, 0.3569, 0.0819, 0.7341, -0.4333, 0.2800, -0.4632, 0.4146, 0.3416, 0.3301, -1.1604, -0.5749, 0.6681, -1.6947, 0.7075, -0.0174, -0.8626, -0.7678, -0.5178, -1.3591, 0.2098, 0.2124, 0.4352, 0.3855, 0.3630, 0.0614, -0.0094, 0.5026, 0.5170, -0.1805, 0.2736, 0.4485, 0.5214, 0.3787, 0.3077, 0.3786, 0.3855, 0.4200, -0.0547, 0.8282]}

=====

{"formula": "C2H15N3Si3", "method": "ωB97M-V/def2-TZVPD", "charge": 0, "gap_ev": 7.53, "homo_energy_ev": -7.9, "relative_energy_kcal_mol": 40.8, "lumo_energy_ha": -0.01284, "e_tot_ev": -30416.6454, "symbols": ["Si", "N", "Si", "H", "H", "H", "H", "H", "C", "N", "C", "N", "Si", "H", "H", "H", "H", "H", "H", "H", "H", "H", "H"], "positions_angstrom": [[-3.11, -0.56, -0.20], [-1.98, -1.67, 0.03], [-1.22, -2.85, 1.17], [-3.77, 0.30, 0.78], [-3.36, -0.35, -1.67], [-0.83, -2.11, 2.41], [-1.93, -4.12, 1.20], [0.16, -3.05, 0.73], [0.79, 2.05, 0.95], [1.56, 0.98, 0.35], [1.19, -0.31, 0.78], [1.96, 1.09, -0.98], [0.84, 0.99, -2.25], [0.71, 1.72, 1.94], [1.34, 2.94, 0.61], [-0.08, 2.28, 0.30], [1.66, -1.12, 0.19], [1.45, -0.46, 1.82], [0.06, -0.49, 0.68], [2.92, 1.39, -0.96], [-0.16, -0.11, -2.26], [1.71, 1.09, -3.39], [0.08, 2.37, -2.26]], "mulliken_charge": [0.1915, -0.0409, 0.3827, -0.0543, -0.0496, -0.0960, -0.1380, -0.1367, -0.9472, -0.0457, -0.7234, -0.2320, 0.3220, 0.3956, 0.3400, 0.2157, 0.3735, 0.3448, 0.0189, 0.2625, -0.0900, -0.1742, -0.1191]}

=====

{"formula": "C7H9I3N2O2", "method": "ωB97M-V/def2-TZVPD", "charge": 2, "s_squared": 2.01, "gap_ev": [4.56, 5.18], "spin_multiplicity": 3, "homo_energy_ev": [-9.6, -13.6], "lumo_energy_ha": [-0.18700, -0.30929], "e_tot_ev": -38759.9732, "symbols": ["C", "C", "C", "C", "C", "C", "C", "N", "N", "O", "O", "I", "I", "I", "H", "H", "H", "H", "H", "H", "H", "H", "H"], "positions_angstrom": [[-4.18, -1.14, 8.85], [-5.30, -1.81, 9.19], [-5.10, -0.04, 10.60], [7.98, -0.17, -11.54], [6.30, 1.75, -13.58], [-7.24, -1.34, 10.84], [7.77, 1.70, -13.43], [-4.00, -0.13, 9.79], [-5.98, -0.97, 10.35], [7.87, -0.93, -10.72], [8.16, 0.41, -12.54], [-2.96, -1.42, 7.20], [-6.16, -3.53, 8.53], [-5.62, 1.59, 11.76], [5.87, 0.96, -14.12], [5.91, 2.10, -12.53], [6.22, 2.53, -14.41], [-7.34, -2.32, 11.50], [-7.54, -0.34, 11.48], [-7.93, -1.42, 10.03], [8.16, 2.47, -12.81], [8.32, 1.52, -14.28], [-3.21, 0.54, 9.82]], "mulliken_charge": [-0.0985, -0.2068, 0.0799, 0.6787, -0.9158, -0.8070, -0.1560, -0.0549, 0.0831, -0.1098, -0.1725, 0.3727, 0.4297, 0.1441, 0.3838, 0.3440, 0.3246, 0.2719, 0.0824, 0.4459, 0.3306, 0.2923, 0.2573]}

=====

{"formula": "C25H31F3N4S2Si2Tl", "method": "ωB97M-V/def2-TZVPD", "charge": -1, "gap_ev": 6.01, "homo_energy_ev": -3.7, "relative_energy_kcal_mol": 8.1, "lumo_energy_ha": 0.08468, "e_tot_ev": -82666.1172, "symbols": ["Tl", "C", "Si", "C", "C", "C", "C", "C", "C", "C", "C", "N", "Si", "C", "C", "C", "H", "H", "H", "H", "H", "H", "H", "H", "H", "H", "H", "H", "H", "H", "H", "H", "H", "H", "H", "H", "H", "H", "F", "C", "F", "F", "C", "C", "C", "C", "N", "C", "S", "H", "H", "H", "N", "C", "N", "C", "C", "C", "C", "C", "C", "S", "H", "H", "H", "H", "H", "H"], "positions_angstrom": [[-0.88, -0.13, -0.79], [4.00, -0.15, -3.34], [2.25, -0.45, -2.63], [1.98, -2.33, -2.69], [1.09, 0.17, -4.00], [2.14, 0.35, -0.95], [1.68, 1.70, -0.86], [2.27, 2.67, 0.00], [1.81, 3.96, 0.03], [0.72, 4.33, -0.77], [0.18, 3.35, -1.58], [0.62, 2.09, -1.63], [2.96, -0.45, 0.50], [2.64, -2.33, 0.54], [2.20, 0.09, 2.16], [4.85, -0.24, 0.62], [4.11, -0.56, -4.35], [4.76, -0.62, -2.70], [4.22, 0.92, -3.38], [2.07, -2.68, -3.72], [0.98, -2.59, -2.33], [2.71, -2.87, -2.09], [1.32, -0.32, -4.95], [1.17, 1.25, -4.14], [0.05, -0.05, -3.76], [3.14, 2.39, 0.58], [2.31, 4.71, 0.64], [0.32, 5.33, -0.76], [-0.68, 3.57, -2.21], [1.62, -2.55, 0.22], [2.78, -2.73, 1.55], [3.31, -2.88, -0.12], [1.16, -0.24, 2.18], [2.20, 1.17, 2.31], [2.71, -0.38, 3.00], [5.33, -0.63, -0.28], [5.27, -0.77, 1.48], [5.13, 0.81, 0.72], [-4.62, -5.00, -1.86], [-5.03, -4.34, -0.77], [-4.36, -4.84, 0.29], [-6.33, -4.71, -0.58], [-4.91, -2.85, -0.91], [-6.07, -2.10, -0.95], [-6.00, -0.72, -1.08], [-4.74, -0.16, -1.22], [-3.62, -0.86, -1.20], [-3.65, -2.20, -1.01], [-2.15, -3.03, -0.87], [-7.03, -2.59, -0.88], [-6.89, -0.10, -1.08], [-4.62, 0.91, -1.34], [-2.55, -1.86, 2.40], [-1.98, -0.70, 2.75], [-1.62, 0.26, 1.95], [-1.09, 1.33, 2.64], [-0.63, 2.51, 2.06], [-0.07, 3.48, 2.87], [0.02, 3.30, 4.25], [-0.46, 2.15, 4.85], [-1.02, 1.18, 4.03], [-1.70, -0.36, 4.48], [-2.43, -2.18, 1.43], [-2.63, -2.58, 3.09], [-0.72, 2.65, 0.99], [0.30, 4.39, 2.42], [0.49, 4.06, 4.86], [-0.39, 2.02, 5.92]], "mulliken_charge": [0.8691, -1.3287, 0.0499, -0.8672, -0.9034, 0.9445, 0.0857, -0.6082, -0.6651, -0.5941, -0.5814, -0.0634, -0.1071, -1.1179, -0.5315, -1.1902, 0.3351, 0.3019, 0.3250, 0.3584, 0.1610, 0.3010, 0.3733, 0.2680, 0.2063, 0.2131, 0.4397, 0.3711, 0.3355, 0.2487, 0.3609, 0.2923, -0.1292, 0.2585, 0.5006, 0.2880, 0.3468, 0.3192, -0.2499, 0.7459, -0.2163, -0.3286, -0.1045, -0.1349, -0.8176, -0.3402, -0.2944, 0.0501, -0.3933, 0.4630, 0.3721, 0.3848, -0.2713, 0.5494, -0.1450, -0.9049, -0.0673, -0.5033, -0.5367, -0.4724, 1.0971, -0.3842, -0.0391, 0.2368, 0.2837, 0.3872, 0.3788, 0.3892]}